40
Properties=species:S:1:pos:R:3 method="wB97M-V/def2-TZVPD" total_energy_ha=-1462.28618 largest_force_ev_per_a=1.768 gap_ev=8.30 smiles="CCCCc1nnc(NC(=O)CN2C(=O)c3ccccc3C2=O)s1" lumo_ha=-0.02842 homo_energy_ev=-9.07 e_above_lowest_kj_mol=88.1
C -1.864 -1.095 -1.175
C -2.611 -1.903 -0.121
C -1.731 -2.367 1.038
H -2.362 -2.892 1.758
H -1.304 -1.499 1.547
C -0.598 -3.313 0.614
C 0.573 -2.606 0.049
N 1.103 -2.823 -1.095
N 2.149 -2.067 -1.383
C 2.457 -1.224 -0.453
N 3.547 -0.412 -0.571
C 3.974 0.713 0.094
O 5.051 1.184 -0.165
C 3.085 1.297 1.184
N 1.751 1.611 0.724
C 0.649 1.621 1.578
O 0.691 1.358 2.751
C -0.500 1.994 0.723
C -1.839 2.129 1.027
C -2.702 2.482 -0.007
C -2.233 2.691 -1.294
C -0.882 2.552 -1.601
C -0.028 2.202 -0.577
C 1.433 1.954 -0.585
O 2.219 1.994 -1.495
H -0.510 2.707 -2.602
H -2.927 2.964 -2.074
H -3.756 2.594 0.199
H -2.196 1.962 2.030
H 2.993 0.599 2.024
H 3.585 2.205 1.541
H 4.125 -0.646 -1.374
S 1.405 -1.339 0.955
H -0.261 -3.872 1.492
H -0.954 -4.026 -0.131
H -3.417 -1.290 0.291
H -3.069 -2.774 -0.595
H -2.565 -0.675 -1.893
H -1.322 -0.273 -0.712
H -1.158 -1.717 -1.717



39
Properties=species:S:1:pos:R:3 method="wB97M-V/def2-TZVPD" total_energy_ha=-1738.26788 largest_force_ev_per_a=0.864 gap_ev=8.58 smiles="COc1ccc(NC(=S)NCc2ccc(Cl)cc2)c(OC)c1" lumo_ha=0.02025 homo_energy_ev=-8.03 e_above_lowest_kj_mol=144.9
C -4.563 -3.234 0.418
H -5.116 -2.524 1.040
O -4.195 -2.662 -0.815
C -3.366 -1.588 -0.811
C -3.040 -1.052 -2.059
C -2.194 0.027 -2.147
C -1.634 0.623 -1.014
C -2.007 0.118 0.236
C -2.850 -0.985 0.326
H -3.087 -1.335 1.318
O -1.550 0.639 1.436
C -1.968 1.962 1.720
H -3.060 2.022 1.758
H -1.597 2.680 0.985
H -1.556 2.200 2.699
N -0.792 1.728 -1.213
C 0.415 2.051 -0.663
N 0.907 1.307 0.335
H 0.366 0.528 0.681
C 2.160 1.585 0.999
C 3.230 0.622 0.552
C 3.805 0.766 -0.706
C 4.765 -0.124 -1.149
C 5.154 -1.168 -0.325
C 4.592 -1.330 0.930
C 3.629 -0.434 1.360
H 3.190 -0.558 2.339
H 4.905 -2.146 1.562
Cl 6.359 -2.284 -0.869
H 5.213 -0.008 -2.124
H 3.499 1.585 -1.338
H 2.008 1.515 2.080
H 2.445 2.608 0.736
S 1.197 3.375 -1.287
H -0.966 2.241 -2.069
H -1.940 0.427 -3.118
H -3.459 -1.504 -2.942
H -5.209 -4.075 0.171
H -3.690 -3.598 0.968



42
Properties=species:S:1:pos:R:3 method="wB97M-V/def2-TZVPD" total_energy_ha=-2286.93757 largest_force_ev_per_a=1.308 gap_ev=9.72 lumo_ha=0.01619 homo_energy_ev=-9.28 e_above_lowest_kj_mol=6.2
O -1.755 -2.077 -0.300
C -1.980 -0.870 -0.304
N -1.010 0.049 -0.072
C 0.159 -0.468 0.153
N 1.244 0.271 0.397
C 1.218 1.681 0.272
C 0.883 2.293 -0.935
C 0.851 3.676 -1.029
C 1.171 4.450 0.072
C 1.524 3.848 1.268
C 1.544 2.469 1.368
H 1.801 1.991 2.300
H 1.776 4.452 2.126
H 1.147 5.525 -0.008
H 0.584 4.136 -1.968
Cl 0.528 1.336 -2.323
C 2.520 -0.414 0.508
C 3.378 -0.229 -0.734
H 3.926 0.706 -0.748
H 2.819 -0.363 -1.656
S 4.504 -1.648 -0.554
O 5.126 -2.016 -1.791
O 5.349 -1.410 0.581
C 3.156 -2.782 -0.096
C 2.227 -1.912 0.720
H 2.294 -2.159 1.780
S 0.435 -2.185 0.230
H 2.709 -3.114 -1.029
H 3.547 -3.632 0.452
H 3.067 -0.011 1.368
C -3.355 -0.270 -0.531
C -4.140 -0.312 0.808
H -3.523 -0.758 1.589
C -5.346 -1.199 0.485
H -6.214 -0.585 0.241
C -4.873 -1.947 -0.764
H -4.254 -2.810 -0.490
H -5.681 -2.270 -1.421
O -4.102 -0.999 -1.475
H -5.604 -1.873 1.298
H -4.429 0.687 1.125
H -3.222 0.745 -0.913



41
Properties=species:S:1:pos:R:3 method="wB97M-V/def2-TZVPD" total_energy_ha=-1483.83059 largest_force_ev_per_a=3.568 gap_ev=8.96 lumo_ha=0.01465 homo_energy_ev=-8.56
Cl -1.744 4.956 2.839
N 1.047 -1.395 0.675
N -0.163 -3.325 -2.119
N 1.781 -3.111 -0.676
N 3.115 -2.299 1.162
O -2.630 0.748 -0.028
C 1.985 -2.252 0.394
C -1.308 -2.735 -2.370
C 0.596 -2.778 -1.043
C 4.238 -1.925 0.636
C -1.801 -1.572 -1.565
C -1.058 -1.105 -0.498
C -4.703 3.747 0.338
C -3.923 4.516 1.241
C -4.229 2.482 -0.042
C -2.232 2.793 1.268
C -2.716 4.067 1.707
C -3.009 2.001 0.435
N 0.137 -1.736 -0.275
N 4.481 -1.243 -0.525
C 3.458 -0.490 -1.281
C 5.884 -1.018 -0.909
C -1.893 -0.550 1.824
C -1.503 0.005 0.444
H -1.920 -3.141 -3.153
H 5.106 -2.153 1.251
H -2.724 -1.071 -1.849
H -5.668 4.114 0.016
H -4.266 5.491 1.541
H -4.814 1.811 -0.693
H -1.279 2.442 1.643
H 2.805 0.041 -0.595
H 3.929 0.199 -1.973
H 2.864 -1.163 -1.867
H 6.441 -1.939 -0.730
H 5.933 -0.786 -1.975
H 6.342 -0.193 -0.329
H -1.821 0.224 2.589
H -1.187 -1.335 2.124
H -2.933 -0.968 1.829
H -0.616 0.649 0.538



55
Properties=species:S:1:pos:R:3 method="wB97M-V/def2-TZVPD" total_energy_ha=-2673.05486 largest_force_ev_per_a=11.316 gap_ev=4.03 total_charge=-1 lumo_ha=0.06739 homo_energy_ev=-2.20
C 2.806 2.650 4.069
O 1.727 3.654 4.216
C 0.752 3.566 3.113
C -0.700 2.977 3.695
C -1.049 1.510 3.039
C 0.143 0.391 3.226
F 0.258 -0.103 4.620
O -1.791 3.908 3.268
C -2.924 3.718 4.234
N -4.109 3.317 4.647
H 3.747 3.032 4.696
H 2.529 1.601 4.550
H 3.180 2.538 2.952
H 0.519 4.689 2.786
H 1.128 2.976 2.172
H -1.254 1.647 1.889
H -2.079 1.152 3.520
H 1.186 0.758 2.789
H -0.159 -0.542 2.547
C -0.033 -3.292 -1.014
C 0.184 -2.407 0.224
C 1.583 -1.814 0.351
F 2.537 -2.766 0.463
F 1.678 -1.050 1.473
F -0.161 -3.106 1.338
F -0.711 -1.373 0.143
O 0.087 -4.702 -0.808
C 1.414 -5.217 -0.870
C 1.879 -5.824 0.459
F 1.853 -4.910 1.463
F 3.161 -6.269 0.375
F 2.248 -4.254 -1.330
F 1.391 -6.181 -1.832
H -1.079 -3.151 -1.314
H 0.546 -2.952 -1.881
H 1.825 -1.177 -0.503
H 1.241 -6.663 0.751
C -0.927 2.335 -4.545
C 0.251 1.506 -4.009
C 0.103 -0.002 -4.175
F -0.966 -0.491 -3.507
F 1.191 -0.647 -3.673
F 0.479 1.842 -2.711
F 1.369 1.903 -4.695
O -1.896 2.748 -3.579
C -2.911 1.793 -3.284
C -2.879 1.323 -1.823
F -1.688 0.752 -1.508
F -3.832 0.384 -1.588
F -2.834 0.769 -4.167
F -4.093 2.418 -3.539
H -0.499 3.274 -4.918
H -1.394 1.880 -5.427
H 0.013 -0.280 -5.229
H -3.042 2.161 -1.139



41
Properties=species:S:1:pos:R:3 method="wB97M-V/def2-TZVPD" total_energy_ha=-1527.89040 largest_force_ev_per_a=16.866 gap_ev=6.88 smiles="CCCCNC(=O)c1onc(CSc2ccc(F)cc2)c1C(=O)O" lumo_ha=-0.04528 homo_energy_ev=-8.12 e_above_lowest_kj_mol=1426.0
C 4.207 0.379 0.673
H 5.096 -0.231 0.322
C 4.345 1.719 0.630
C 3.295 2.611 1.163
H 3.120 2.135 1.964
C 2.109 2.860 0.280
N 1.386 1.727 0.112
C 0.564 0.965 1.037
O 0.209 1.634 2.044
C -0.098 -0.277 0.667
C -1.012 -1.096 1.554
C -0.983 -2.271 0.578
N -0.221 -2.098 -0.732
O 0.301 -0.901 -0.311
C -1.970 -3.421 0.512
H -2.192 -3.523 1.603
H -1.780 -4.052 -0.253
S -3.725 -2.611 0.051
C -3.372 -1.818 -1.267
C -2.519 -2.036 -2.253
C -2.042 -1.324 -3.378
C -2.646 0.154 -3.210
C -3.541 0.470 -2.263
C -3.872 -0.239 -1.237
H -4.367 -0.320 -0.452
H -3.951 1.416 -2.433
F -2.276 0.913 -4.546
H -1.515 -1.700 -4.034
H -2.074 -2.992 -2.300
C -1.826 -0.866 2.607
O -2.427 -1.925 3.140
O -1.554 0.140 3.243
H -1.066 0.864 2.909
H 1.688 0.948 -0.728
H 2.384 3.179 -0.707
H 1.289 3.388 0.980
H 3.733 3.509 1.371
H 5.237 2.310 1.240
H 4.625 2.164 -0.380
H 4.068 0.105 1.860
H 3.371 0.107 -0.058



44
Properties=species:S:1:pos:R:3 method="wB97M-V/def2-TZVPD" total_energy_ha=-3117.97338 spin_multiplicity=6 largest_force_ev_per_a=3.989 gap_ev="7.19 / 6.50" s_squared=8.768 lumo_ha="-0.01270 / -0.04305" homo_energy_ev="-7.54 / -7.67" e_above_lowest_kj_mol=74.5
Fe -0.427 0.026 -0.480
C -0.411 0.928 -3.342
C -1.296 1.998 -2.655
N -1.530 1.717 -1.183
C -2.943 1.428 -0.750
C -3.460 -0.079 -0.650
N -2.301 -1.058 -0.739
C -2.322 -1.962 -1.919
C -1.672 -1.237 -3.112
N -0.509 -0.382 -2.699
H -0.630 0.886 -4.423
H 0.670 1.287 -3.268
H -0.743 2.940 -2.807
H -2.283 1.998 -3.148
H -1.184 2.468 -0.581
H -3.088 1.906 0.225
H -3.604 1.856 -1.479
H -3.970 -0.185 0.324
H -4.171 -0.273 -1.435
H -2.298 -1.625 0.153
H -1.790 -2.897 -1.643
H -3.354 -2.294 -2.110
H -1.371 -1.976 -3.830
H -2.434 -0.666 -3.618
H 0.320 -0.939 -2.909
S 1.714 1.049 -0.369
C 2.410 0.303 0.999
C 3.457 0.948 1.717
C 4.137 0.162 2.609
C 5.357 0.659 3.252
N 6.343 1.038 3.739
C 3.814 -1.211 2.882
C 2.750 -1.816 2.256
C 2.130 -1.100 1.215
S 1.015 -1.870 0.139
C 4.508 -1.989 3.829
N 5.154 -2.544 4.632
H 3.653 2.016 1.604
H 2.441 -2.811 2.531
N 0.145 1.269 5.646
C -0.110 0.901 4.558
N -0.348 0.235 3.428
C -0.724 0.478 2.267
N -1.045 0.415 1.143



34
Properties=species:S:1:pos:R:3 method="wB97M-V/def2-TZVPD" total_energy_ha=-674.58171 spin_multiplicity=2 largest_force_ev_per_a=2.851 gap_ev="2.47 / 6.24" total_charge=-1 s_squared=0.770 lumo_ha="0.11307 / 0.11245" homo_energy_ev="0.61 / -3.18" e_above_lowest_kj_mol=73.9
C 0.084 -4.536 -1.258
C 1.039 -2.182 -1.247
C 0.016 -3.127 -1.705
C 0.688 -0.968 -1.876
C -0.933 -2.441 -2.416
C 2.373 -2.329 -0.704
C 1.439 0.197 -1.733
C 3.103 -1.144 -0.605
C 2.695 0.105 -1.134
N -0.581 -1.066 -2.403
H 2.741 -3.274 -0.339
H -0.849 -4.936 -0.849
H 0.888 -4.601 -0.531
H -1.861 -2.823 -2.807
H -0.828 -0.526 -3.201
H 1.100 1.186 -2.023
H 4.107 -1.244 -0.196
H 3.249 0.966 -0.786
H 0.187 -5.197 -2.141
C -2.949 2.986 0.520
C 0.363 2.122 3.084
C 0.120 1.319 1.992
C -0.442 3.252 3.316
C -0.904 1.607 1.102
C -1.607 3.423 2.545
C -1.797 2.639 1.417
H 1.165 1.910 3.781
H 0.655 0.379 1.896
H -0.141 3.779 4.214
H -0.982 1.110 0.145
H -2.182 4.228 2.976
H -2.789 2.851 -0.546
H -3.379 3.980 0.659
H -3.787 2.356 0.854